{"formula": "CH4N4S", "method": "ωB97M-V with the def2-TZVPD basis set", "species": ["C", "N", "N", "N", "N", "S", "H", "H", "H", "H"], "xyz": [[-1.44804, -1.48140, 2.00601], [0.99831, 1.91893, -0.97149], [-0.15566, 1.65666, -0.68776], [1.10698, -0.16772, -1.76683], [1.76154, 1.08985, -1.54096], [-0.41441, -0.02886, -1.10015], [-1.08843, -0.46600, 2.10647], [-1.78195, -2.14010, 2.84006], [-1.67640, -1.72382, 0.99272], [2.69805, 1.34247, -1.87807]], "forces_ev_per_a": [[-0.36, -0.19, 0.64], [1.19, 4.51, 0.66], [-1.32, -0.89, 0.62], [0.92, -0.05, -0.31], [-1.21, -3.37, -0.57], [1.33, 0.25, -0.72], [0.04, -0.16, 0.59], [0.48, 0.87, -0.82], [-0.19, -0.55, -0.34], [-0.87, -0.42, 0.26]], "homo_energy_ev": [-8.9, -7.6], "orbital_gap_ha": [0.328, 0.282], "multiplicity": 1, "lumo_ev": [0.03, 0.05], "relative_energy_kj_mol": 452.7}

***

{"formula": "C3H10F5HgN2", "method": "ωB97M-V with the def2-TZVPD basis set", "species": ["C", "Hg", "N", "N", "H", "H", "H", "H", "H", "H", "H", "H", "H", "H", "F", "C", "F", "C", "F", "F", "F"], "xyz": [[-1.77266, 0.14555, -1.73360], [-0.08547, 1.01362, -0.80194], [1.59392, 0.01080, 0.66277], [1.68763, -1.06084, -2.30299], [1.32700, -0.85306, 1.05782], [0.69327, 2.37450, -1.29430], [-2.46124, 0.94371, -1.35304], [-2.11614, -0.87402, -1.77209], [-1.22786, 0.57512, -2.60225], [1.93785, -1.96157, -1.89322], [2.56415, -0.61449, -2.59941], [1.16060, -1.25963, -3.15480], [2.41014, -0.03624, 0.08592], [1.71117, 0.70279, 1.44657], [-2.13593, 1.44981, 1.58938], [-1.37627, 0.32918, 1.40980], [-2.20542, -0.72558, 1.14313], [-0.61021, 0.02921, 2.71367], [0.35931, 0.99314, 2.96728], [-1.45889, 0.02212, 3.78117], [0.00502, -1.20411, 2.65012]], "forces_ev_per_a": [[-0.04, 1.52, -0.69], [-0.02, -0.03, 1.38], [0.90, 1.90, 1.09], [0.66, -0.24, -0.46], [-0.12, -1.05, 0.23], [0.72, 0.75, 0.05], [-0.07, -1.14, -0.51], [-0.07, -0.09, -0.02], [-1.42, -0.91, -0.77], [-0.10, 0.22, -0.11], [-0.46, -0.22, 0.13], [0.04, 0.13, 0.34], [0.44, -0.18, -0.04], [-0.04, -1.09, -1.40], [-1.08, 0.41, 0.92], [3.54, 0.21, -0.94], [-0.71, -0.38, 0.57], [-1.62, 0.48, -1.26], [-1.00, -1.16, 0.23], [0.85, -0.25, 0.73], [-0.39, 1.12, 0.53]], "homo_energy_ev": -2.2, "orbital_gap_ha": 0.203, "multiplicity": 1, "total_charge": -1, "lumo_ev": 3.35, "relative_energy_kj_mol": 0.0}

***

{"formula": "C18H19BF3NO", "method": "ωB97M-V with the def2-TZVPD basis set", "species": ["C", "O", "C", "C", "C", "C", "C", "C", "C", "C", "H", "H", "H", "H", "H", "H", "H", "H", "H", "H", "H", "C", "N", "C", "C", "C", "C", "C", "C", "C", "B", "F", "F", "F", "C", "H", "H", "H", "H", "H", "H", "H", "H"], "xyz": [[-2.33816, 3.10596, 1.52358], [-1.38989, 2.11367, 1.86014], [-0.70276, 1.31931, 0.94473], [0.65427, 1.05378, 1.57157], [1.84052, 1.19028, 0.84850], [3.01261, 0.61257, 1.35179], [3.00522, -0.06198, 2.57341], [4.23239, -0.75476, 3.09144], [1.85070, -0.02688, 3.35389], [0.69089, 0.57279, 2.88483], [-3.12386, 3.04979, 2.28029], [-1.89642, 4.11243, 1.58290], [-2.76173, 2.93296, 0.52761], [-0.57587, 1.74495, -0.06157], [1.80807, 1.61502, -0.16030], [3.93178, 0.61984, 0.77085], [4.01720, -1.21324, 4.06148], [4.58901, -1.51148, 2.37872], [5.04027, -0.03079, 3.25765], [1.86654, -0.51073, 4.32152], [-0.22848, 0.51893, 3.46848], [-4.11118, 0.23674, -2.46150], [-2.93425, 0.02698, -1.61649], [-2.88161, 0.28125, -0.30851], [-1.56526, -0.04230, 0.23262], [-0.87889, -0.66751, -0.94437], [-1.72055, -0.55576, -2.05725], [-1.33956, -1.01993, -3.31423], [-0.08903, -1.64626, -3.40992], [0.77055, -1.78188, -2.31015], [2.28544, -2.56541, -2.46031], [3.01473, -2.15086, -1.33033], [1.93573, -3.92257, -2.46545], [2.78625, -2.07204, -3.67892], [0.36814, -1.27982, -1.06439], [-3.89864, -0.01664, -3.49890], [-4.93818, -0.37703, -2.08276], [-4.38699, 1.29415, -2.42067], [-3.75491, 0.61937, 0.24245], [-1.38199, -0.45997, 1.26045], [-2.00089, -0.90901, -4.17210], [0.19465, -2.07129, -4.36539], [1.00415, -1.37261, -0.20539]], "forces_ev_per_a": [[-0.08, -0.11, -0.27], [-0.16, -1.02, 0.15], [0.45, 2.17, -2.12], [-0.62, -0.67, -0.07], [-0.10, -0.74, -0.22], [-0.26, 0.11, -0.03], [0.01, 0.43, 0.05], [0.19, 0.05, 0.02], [-0.06, 0.26, -0.12], [-0.11, -0.81, -0.40], [-0.05, 0.01, -0.18], [0.05, -0.36, -0.20], [0.00, 0.15, 0.05], [0.33, 0.97, 0.57], [0.12, -0.17, 0.37], [-0.21, 0.10, -0.02], [0.10, -0.12, -0.23], [-0.08, 0.16, 0.27], [-0.09, -0.15, -0.12], [-0.07, 0.06, 0.08], [0.23, 0.09, -0.11], [-0.27, 0.23, 0.28], [0.12, 0.19, 1.33], [0.04, -0.30, -0.46], [1.04, -0.15, 1.91], [0.45, 0.12, 0.48], [0.58, -0.14, 0.18], [0.02, -0.11, 0.04], [-0.87, 0.36, 0.20], [0.65, -0.16, 0.36], [-2.39, 1.36, 0.12], [0.49, -0.50, -0.34], [0.91, -0.12, -0.11], [0.61, -0.62, 0.26], [-0.81, 0.33, -0.63], [0.13, -0.11, 0.25], [0.22, 0.16, -0.21], [-0.03, -0.19, 0.00], [0.16, 0.12, -0.28], [-1.27, -0.79, -1.15], [0.19, -0.13, 0.08], [0.14, 0.12, 0.02], [0.31, -0.07, 0.22]], "homo_energy_ev": -8.7, "orbital_gap_ha": 0.265, "multiplicity": 1, "lumo_ev": -1.48}

***

{"formula": "C17H29CrN2", "method": "ωB97M-V with the def2-TZVPD basis set", "species": ["C", "H", "H", "H", "C", "H", "H", "C", "H", "H", "H", "C", "C", "C", "C", "C", "C", "C", "C", "C", "C", "Cr", "H", "H", "H", "H", "H", "H", "H", "H", "H", "H", "H", "H", "H", "H", "H", "C", "N", "C", "C", "N", "C", "H", "H", "H", "H", "H", "H"], "xyz": [[-1.78472, -2.83626, -1.93554], [-2.45415, -3.34825, -2.68789], [-2.36017, -2.84872, -1.01207], [-0.91967, -3.47524, -1.69623], [-1.62033, -1.29636, -2.20940], [-1.31999, -0.79520, -1.21832], [-0.77624, -1.05932, -2.89178], [-2.93083, -0.68173, -2.78871], [-2.76680, 0.20022, -3.41075], [-3.41859, -1.43797, -3.41480], [-3.65232, -0.40057, -2.01836], [0.74473, 2.29169, 1.43482], [-0.33735, 2.85953, 0.64766], [-1.50064, 2.05174, 0.87490], [-1.14160, 0.98772, 1.74674], [0.22568, 1.13165, 2.11372], [0.91985, 0.23892, 3.10380], [-2.11769, 0.05063, 2.40449], [-2.88377, 2.25851, 0.32756], [-0.20952, 3.88198, -0.44133], [2.18948, 2.67255, 1.35611], [0.16805, 0.94553, -0.06021], [-1.66710, -0.85475, 2.83308], [-2.58176, 0.61819, 3.22799], [-2.93225, -0.30572, 1.76042], [0.33961, -0.67620, 3.28797], [1.92059, -0.08346, 2.77301], [1.02623, 0.77826, 4.05948], [2.48842, 2.83933, 0.30975], [2.44437, 3.57340, 1.91981], [2.82259, 1.86074, 1.73127], [-1.05460, 3.80514, -1.14005], [-0.19042, 4.90257, -0.04986], [0.71267, 3.72408, -1.03138], [-3.45521, 1.32422, 0.17337], [-3.42698, 2.85260, 1.07724], [-2.88589, 2.81932, -0.62223], [3.71747, -1.92451, -3.53335], [3.19749, -1.41289, -2.27102], [3.90177, -1.30124, -1.07296], [3.06265, -0.68578, -0.19745], [1.87932, -0.33811, -0.85100], [1.99091, -0.82145, -2.06943], [4.49556, -1.24720, -3.93547], [4.20040, -2.90562, -3.38011], [2.88930, -2.01369, -4.26255], [4.94999, -1.63648, -0.96533], [3.20744, -0.44888, 0.83385], [1.23634, -0.69142, -2.85683]], "forces_ev_per_a": [[-1.00, 0.33, 0.27], [1.03, 0.70, 0.54], [-0.30, -0.31, 0.13], [0.06, 0.66, -0.54], [0.48, -0.16, -0.29], [-0.32, -0.26, -0.57], [-0.57, -0.36, 0.19], [0.30, -0.31, 0.26], [0.17, -0.06, 0.08], [0.12, 0.22, 0.08], [0.09, -0.15, 0.07], [-0.15, 0.03, 0.05], [-0.05, -0.27, 0.22], [-0.06, 0.10, -0.33], [-0.63, 0.01, 0.68], [0.36, 0.26, 0.25], [0.22, -0.19, -0.13], [-0.12, -0.39, -0.10], [-0.10, 0.07, -0.28], [-0.01, -0.11, -0.28], [0.33, -0.21, -0.19], [0.75, -2.35, -1.24], [0.04, 0.44, -0.13], [0.10, -0.20, -0.18], [0.25, 0.35, -0.01], [0.20, 0.40, -0.04], [-0.31, 0.29, 0.16], [0.02, -0.18, -0.31], [-0.06, 0.14, 0.24], [-0.21, -0.01, -0.04], [-0.15, 0.20, 0.04], [0.22, 0.12, 0.26], [0.09, -0.08, -0.02], [-0.20, 0.19, 0.30], [0.45, 0.39, 0.15], [-0.01, -0.07, -0.26], [-0.02, -0.18, 0.47], [0.41, -0.26, -0.70], [-0.59, 0.82, 0.92], [0.13, -0.24, -0.30], [-0.08, 0.31, -0.43], [-0.73, 0.42, 1.19], [0.50, -0.20, -1.45], [-0.54, -0.21, 0.24], [-0.46, 0.40, -0.01], [0.53, 0.00, 0.47], [-1.02, 0.13, -0.08], [0.20, 0.06, 0.24], [0.62, -0.28, 0.40]], "homo_energy_ev": [-15.8, -15.8], "orbital_gap_ha": [0.266, 0.308], "multiplicity": 4, "total_charge": 2, "lumo_ev": [-8.52, -7.37]}

***

| no. | molecular weight (Da) | maximum force (eV Å⁻¹) | electronic energy (eV) |
| --- | --- | --- | --- |
| 1 | 104.138 | 4.71 | -17891.5741 |
| 2 | 369.707 | 3.67 | -24013.5786 |
| 3 | 333.162 | 3.07 | -31342.5227 |
| 4 | 313.429 | 2.76 | -49485.5357 |